1.
# C2H2S2

An isolated molecule of C2H2S2 in a non-equilibrium geometry (ωB97M-V with the def2-TZVPD basis set, the Open Molecules 2025 dataset).

E_HOMO = -7.741 eV

The geometry in ORCA input format:
```
! RIJCOSX wB97M-V def2-TZVPD def2/J DEFGRID3
* xyz 0 1
C 0.8308 0.6089 -0.0525
C -0.1314 -0.3332 0.0815
S 1.9365 1.6458 -0.0666
S -2.1348 -0.0392 -0.1619
H -0.1563 -0.9853 -0.8495
H -0.3449 -0.8969 1.0489
*
```

2.
# C2H2S3

An isolated molecule of C2H2S3 in a non-equilibrium geometry (ωB97M-V with the def2-TZVPD basis set, the Open Molecules 2025 dataset).

E_HOMO = -9.068 eV
SMILES = S=CC(=S)S

The geometry in ORCA input format:
```
! RIJCOSX wB97M-V def2-TZVPD def2/J DEFGRID3
* xyz 0 1
S -1.6348 0.4722 -1.3610
C -1.1099 0.1827 0.2523
C 0.2393 -0.1252 0.5476
S 0.9623 0.4344 1.8859
S 0.9638 -0.8942 -0.8552
H -1.6916 0.5907 1.1800
H 2.2525 -1.1350 -0.6932
*
```

3.
# C2H30O15Pb

A structure of composition C2H30O15Pb in a non-equilibrium geometry (ωB97M-V with the def2-TZVPD basis set, the Open Molecules 2025 dataset).

E_HOMO = -9.565 eV

The geometry in ORCA input format:
```
! RIJCOSX wB97M-V def2-TZVPD def2/J DEFGRID3
* xyz 0 1
Pb -0.0331 -1.7996 -1.8957
O 0.4447 -0.7041 0.0292
C -0.4158 0.4277 0.2097
C -1.7465 -0.0062 -0.3218
O -1.6327 -0.4833 -1.6864
H -0.0516 1.1757 -0.4710
H -0.5212 0.7940 1.2370
H -2.3613 0.9013 -0.4101
H -2.2203 -0.7527 0.2255
O 2.7864 0.2658 0.3020
H 2.9740 0.1609 1.2533
H 1.8692 -0.1612 0.2997
O 0.6241 0.2839 -2.8717
H 1.5765 0.5103 -2.8343
H 0.1059 0.9659 -2.4051
O 2.2290 1.2518 3.5932
H 2.0564 1.8085 2.7850
H 1.3338 1.2416 4.0499
O -3.5456 -2.1281 -3.8405
H -3.2237 -2.8919 -4.3356
H -2.8351 -1.5282 -3.8668
O -0.0054 -0.3435 5.3394
H 0.2192 -0.9047 4.5778
H 0.7175 -0.5102 5.9596
O 3.3616 1.1260 -2.3271
H 4.2469 0.9378 -2.6832
H 3.3269 0.6509 -1.4530
O -4.4503 -2.1403 -0.9028
H -5.2605 -1.6685 -0.6592
H -4.4650 -2.2505 -1.8832
O -1.4343 2.1467 -3.0535
H -1.6314 1.2038 -2.8972
H -1.8437 2.3153 -3.8748
O -1.7518 -3.5047 -0.3047
H -2.5572 -2.9358 -0.1731
H -1.1140 -3.1824 0.3295
O -1.4082 4.5009 -0.6450
H -1.6408 3.7087 -1.1887
H -0.4844 4.5787 -0.7913
O 0.5637 -2.8978 1.5921
H 1.3107 -3.1141 2.1568
H 0.5588 -1.9609 1.3117
O 1.9629 2.6480 1.1465
H 2.4429 3.4311 1.5640
H 2.6091 2.1057 0.6256
O 3.3631 -1.0591 2.7945
H 3.1054 -1.8780 3.2196
H 2.8449 -0.3350 3.1741
*
```

4.
# C2H31O14

A cluster of 14 separate species, C2H31O14 in total (ωB97M-V with the def2-TZVPD basis set, the Open Molecules 2025 dataset).

E_HOMO = -5.724 eV

The geometry in ORCA input format:
```
! RIJCOSX wB97M-V def2-TZVPD def2/J DEFGRID3
* xyz -1 1
C -0.3093 0.8213 0.3108
C 0.6305 -0.0393 -0.5383
O 0.1926 -1.3235 -0.6211
H -0.4389 0.3682 1.2973
H -1.2641 0.8646 -0.2094
H 0.1346 1.8039 0.5124
H 1.6597 0.0468 -0.1081
H 0.7028 0.4768 -1.5262
O 3.4770 2.0015 0.2173
H 3.3217 1.2520 -0.3714
H 3.1562 2.7583 -0.2865
O 1.1835 -2.0558 -3.0525
H 0.3646 -2.4571 -3.3638
H 0.9245 -1.6830 -2.1725
O -1.8898 -1.7436 1.7666
H -1.1309 -1.6666 2.3628
H -1.5240 -1.5569 0.8861
O -4.0086 0.3153 0.2712
H -3.1290 0.6861 0.1494
H -3.8580 -0.4506 0.8411
O -2.1392 -1.3114 -2.0233
H -1.2822 -1.2496 -1.5278
H -2.7923 -1.5011 -1.3434
O 0.0383 -1.7172 3.8825
H 0.6242 -2.2495 4.4275
H 0.3173 -0.8072 4.0188
O 0.1887 4.2325 -0.9638
H 0.2445 4.1687 -0.0057
H -0.5255 3.6152 -1.1894
O -2.6799 1.3217 3.8300
H -1.7474 1.1456 3.6773
H -2.8097 2.2311 3.5442
O -2.2305 2.7523 -1.7635
H -2.9599 2.8548 -2.3818
H -1.6905 2.0432 -2.1349
O 0.9425 2.3418 -3.9255
H 0.2994 1.6319 -3.8237
H 0.9441 2.5312 -4.8685
O 1.8455 -2.7199 1.2276
H 2.6948 -2.2613 1.2608
H 1.2892 -2.1846 0.6211
O 3.6206 -0.4569 2.1163
H 3.2074 -0.4348 2.9835
H 3.1068 0.1630 1.5809
O 1.1411 -4.5400 -1.3794
H 1.2094 -3.6468 -1.7547
H 0.9482 -4.3708 -0.4504
*
```

5.
# C2H32O14

A cluster of 14 separate species, C2H32O14 in total in a non-equilibrium geometry (ωB97M-V with the def2-TZVPD basis set, the Open Molecules 2025 dataset).

E_HOMO = -10.518 eV

The geometry in ORCA input format:
```
! RIJCOSX wB97M-V def2-TZVPD def2/J DEFGRID3
* xyz 0 1
C 2.5006 2.3541 0.6063
O 1.6324 1.2472 0.2482
C 3.2685 2.8798 -0.6062
H 1.7673 3.1006 0.9092
H 3.1984 2.0666 1.3951
H 2.2335 0.7389 -0.2978
H 3.3653 2.1212 -1.3790
H 2.6477 3.5967 -1.1680
H 4.1375 3.4903 -0.3834
H -0.9442 -2.9119 -0.0817
H -2.0018 -3.7303 -0.8770
O -1.5200 -2.8903 -0.8575
H -0.4028 3.3532 1.1420
H -1.5160 2.7997 2.2580
O -1.2245 2.9073 1.3447
H 2.2835 -0.9601 -2.0049
H 2.6373 0.4421 -2.7057
O 2.9053 -0.2169 -2.0712
H -1.8925 -2.0866 2.5617
H -1.0769 -1.4617 1.4710
O -1.4059 -2.3139 1.7551
H -1.0020 1.5270 0.0355
H -1.3295 1.2978 -1.5394
O -0.7911 1.0493 -0.7747
H 2.6395 -2.9588 2.9752
H 1.1993 -2.9066 3.6207
O 2.0893 -2.5576 3.6478
H 1.2719 -0.9857 2.8496
H 1.3254 0.0802 1.5336
O 0.8974 -0.6518 2.0198
H -3.4215 -0.7514 -0.3126
H -3.1865 -2.0383 -1.1785
O -3.8131 -1.3123 -0.9983
H -1.9533 0.7457 1.7351
H -0.6870 0.2009 2.3642
O -1.5372 0.6405 2.6024
H -3.0365 -0.2330 -1.9593
H -3.0777 0.2464 -3.4370
O -2.5895 0.3733 -2.6182
H -3.3617 1.7696 -0.9306
H -2.8038 2.4767 0.2670
O -3.3687 1.7170 0.0297
H -0.4943 -0.8164 -2.1080
H 0.4340 -0.1071 -1.4341
O 0.4370 -0.9922 -1.8628
H 2.2152 -4.1328 -2.0627
H 1.2190 -2.9916 -1.9392
O 2.1327 -3.2146 -1.7841
*
```

6.
# C2H33HfO15

A structure of composition C2H33HfO15 in a non-equilibrium geometry (ωB97M-V with the def2-TZVPD basis set, the Open Molecules 2025 dataset).

E_HOMO = -19.035 eV

The geometry in ORCA input format:
```
! RIJCOSX wB97M-V def2-TZVPD def2/J DEFGRID3
* xyz 3 1
Hf -12.1741 -2.2320 23.1478
C -10.3723 1.7679 21.4763
C -11.6758 1.0775 21.7162
O -11.6179 -0.2986 21.9254
H -9.9633 1.4550 20.5074
H -9.6263 1.4448 22.2099
H -10.4257 2.8521 21.4446
H -12.3838 1.3334 20.9279
H -12.0639 1.5143 22.6558
O -7.2150 1.4003 19.1141
H -6.4931 1.9389 19.4639
H -7.9764 1.9934 19.1063
O -13.7034 1.0487 18.4019
H -13.2741 1.4461 19.1650
H -13.4385 1.6065 17.6576
O -9.9739 -0.9991 19.2923
H -9.7802 -0.3231 18.6159
H -10.7651 -0.6720 19.7390
O -11.6832 5.2502 21.2832
H -10.7385 5.2183 21.5231
H -12.1387 5.4228 22.1141
O -11.2465 3.5213 24.8520
H -10.8101 3.2170 24.0493
H -12.0462 3.9683 24.5472
O -8.2754 3.9547 19.8208
H -8.4033 4.5969 20.5444
H -7.9276 4.4788 19.0872
O -7.9162 -0.1995 23.5380
H -7.8576 0.0612 22.6101
H -7.0226 -0.4995 23.7599
O -11.2769 0.8968 25.9374
H -11.3166 1.8705 25.8402
H -11.9858 0.5698 25.3798
O -10.4679 1.0387 17.2706
H -10.1579 1.4856 16.4707
H -11.0559 1.6775 17.6948
O -9.0097 5.5191 22.0444
H -8.4834 5.0832 22.7274
H -8.6719 6.4260 22.0186
O -14.4506 2.0412 24.4026
H -14.0371 1.1784 24.3258
H -14.6474 2.1408 25.3439
O -8.7087 1.8701 24.9812
H -9.2104 1.3038 25.5870
H -8.3144 1.2511 24.3277
O -9.8867 -2.3855 21.9878
H -8.9696 -2.7017 21.9472
H -9.9751 -1.7770 21.2284
O -11.1453 3.5254 18.9747
H -11.1648 3.8141 19.8994
H -10.2125 3.5855 18.7199
*
```

7.
# C2H34N2O15

A structure of composition C2H34N2O15 in a non-equilibrium geometry (ωB97M-V with the def2-TZVPD basis set, the Open Molecules 2025 dataset).

E_HOMO = -9.577 eV

The geometry in ORCA input format:
```
! RIJCOSX wB97M-V def2-TZVPD def2/J DEFGRID3
* xyz 0 1
C 0.8838 -0.4600 1.4703
N 0.1987 0.1642 0.3404
C -1.1069 0.4481 0.3580
N -1.6032 1.1735 -0.6821
O -1.8790 0.0695 1.2725
H 1.7917 -0.9261 1.1052
H 0.2596 -1.2233 1.9245
H 1.1245 0.2908 2.2295
H 0.7982 0.5508 -0.3791
H -1.0763 1.1404 -1.5364
H -2.6128 1.1331 -0.7636
H 0.4336 2.6010 2.9320
H 0.8948 3.3082 1.6208
O 1.1692 3.1032 2.5329
H -0.1876 4.4905 -0.2326
H -0.4896 3.0027 -0.1995
O 0.2365 3.6419 -0.0892
H 2.7785 2.4592 2.3393
H 3.9444 1.7551 3.1033
O 3.6768 2.0558 2.2212
H -0.4639 -2.5198 -2.3343
H -0.4747 -1.0288 -2.7655
O -1.0225 -1.8557 -2.7742
H 2.6702 2.2221 -1.6661
H 1.3871 3.0462 -1.3903
O 1.9431 2.6779 -2.1151
H 2.7818 -1.4907 -2.3640
H 1.5568 -1.7974 -1.4465
O 2.1088 -1.0556 -1.8311
H -2.4908 -1.8793 -1.9231
H -3.8554 -2.6322 -1.9814
O -3.3120 -2.0953 -1.4082
H -4.0699 -0.5182 -0.7574
H -3.8091 0.3303 0.5074
O -4.3034 0.3391 -0.3291
H -1.3604 0.9831 2.6863
H -1.4313 1.3965 4.1908
O -1.0332 1.6263 3.3450
H 0.7567 -3.9361 -0.6432
H -0.3247 -2.8648 -0.4352
O 0.4122 -3.1177 -1.0329
H -0.3274 -5.2119 2.2421
H -0.8518 -4.1789 1.2428
O -0.2145 -4.9177 1.3400
H 1.3208 1.0830 -2.6297
H 1.6668 -0.4355 -2.4143
O 0.9513 0.1678 -2.7106
H -1.7030 -1.7216 1.0705
H -2.4300 -2.6524 0.0382
O -1.6905 -2.6312 0.6770
H 3.7195 1.4116 0.6010
H 3.9188 0.1764 -0.3837
O 3.5712 1.0875 -0.3181
*
```

8.
# C2H34NO13

A structure of composition C2H34NO13 in a non-equilibrium geometry (ωB97M-V with the def2-TZVPD basis set, the Open Molecules 2025 dataset).

E_HOMO (alpha / beta) = -16.834 / -16.834 eV

The geometry in ORCA input format:
```
! RIJCOSX wB97M-V def2-TZVPD def2/J DEFGRID3
* xyz 2 2
C -1.3096 -1.2065 -3.5287
C -0.1174 -1.3394 -2.5992
N -0.4871 -1.4263 -1.1600
H -1.7200 -0.2059 -3.5391
H -1.1124 -1.6767 -4.4891
H -2.0957 -1.9085 -3.2091
H 0.5026 -2.1762 -2.8623
H 0.5693 -0.4953 -2.6495
H -0.4391 -0.5166 -0.7215
H 0.1196 -2.0604 -0.6416
H -1.4683 -1.7014 -1.0642
H -1.7350 -2.6859 2.1510
H -1.5745 -1.5938 1.2415
O -1.1428 -2.4438 1.4251
H 0.3752 3.5888 -1.3609
H -0.3274 4.8503 -1.1562
O -0.3574 3.9448 -0.8049
H 0.4898 2.1301 -3.6207
H 1.2003 1.6986 -2.1697
O 0.7246 2.3331 -2.7160
H 1.7682 -0.5956 3.2320
H 3.3392 -0.1386 3.1029
O 2.6536 -0.7599 2.8518
H 1.8933 0.1816 -0.0695
H 1.2768 1.5938 -0.0258
O 1.2213 0.7440 -0.4701
H 2.6632 1.7642 2.6060
H 1.6295 0.5885 2.7355
O 2.1945 1.0724 2.0956
H -1.6584 0.8365 2.7906
H -0.9026 0.6205 1.5976
O -1.2018 0.0963 2.3577
H 0.3391 -0.8135 4.7994
H 0.0569 -0.3759 3.3182
O 0.7447 -0.4158 4.0198
H -3.1935 2.4780 -0.1638
H -1.9564 2.8005 -0.9234
O -2.5564 2.0513 -0.7510
H 3.1739 -1.9201 0.1194
H 2.2479 -1.2837 1.1062
O 2.2255 -1.8574 0.3049
H 1.5593 -3.2486 -0.7026
H 1.0364 -4.5505 -1.4581
O 1.3621 -3.6527 -1.5719
H -2.9650 0.3159 -0.1337
H -3.4446 -0.6917 -1.2121
O -3.1222 -0.6247 -0.3224
H -0.4046 2.8052 0.6304
H 0.2546 3.2531 2.0235
O -0.3292 2.6181 1.5880
*
```

9.
# C2H38BO16

A cluster of 16 separate species, C2H38BO16 in total in a non-equilibrium geometry (ωB97M-V with the def2-TZVPD basis set, the Open Molecules 2025 dataset).

E_HOMO = -4.214 eV

The geometry in ORCA input format:
```
! RIJCOSX wB97M-V def2-TZVPD def2/J DEFGRID3
* xyz -1 1
B -1.5542 -0.2724 0.0853
C -1.6300 0.9485 -1.0135
O -0.8273 0.7462 -2.2298
C 0.6095 0.6199 -1.9400
H -1.5074 0.2374 1.1639
H -0.6190 -0.9778 -0.0112
H -2.5278 -0.9567 -0.0372
H -1.3750 1.9887 -0.4911
H -2.7665 1.0030 -1.3701
H 1.3130 1.0594 -2.7950
H 0.9287 1.1223 -0.9057
H 0.8414 -0.5508 -1.9274
O -0.1339 -2.8644 -0.6158
H -0.8819 -3.4214 -0.3528
H 0.0744 -3.1611 -1.5144
O -1.4296 -1.7580 -3.6302
H -2.3387 -1.4784 -3.8149
H -0.9539 -0.9264 -3.4846
O 2.0366 1.1208 0.9336
H 1.2676 0.7352 1.3795
H 2.7799 0.8976 1.5137
O 0.1689 2.9105 -3.9154
H -0.0398 2.0455 -3.5319
H 0.3043 2.7230 -4.8564
O 0.0173 3.3876 0.5674
H 0.4129 3.0117 1.3680
H 0.5767 3.0530 -0.1496
O 2.5581 2.9292 -1.2385
H 3.2901 2.5599 -1.7549
H 2.6389 2.4966 -0.3751
O 5.1389 3.6709 -0.9254
H 4.3331 4.0001 -0.4998
H 5.3832 4.3770 -1.5424
O 0.6406 -5.2243 -2.3750
H 0.4262 -5.9595 -2.9686
H 1.0515 -5.6535 -1.6096
O -0.1072 -7.8211 -2.0579
H -0.8854 -7.2798 -1.8575
H -0.1229 -8.5137 -1.3804
O -0.8454 4.6157 3.0262
H -1.5933 4.0587 3.2893
H -0.6370 4.3190 2.1276
O -1.2533 -4.5243 1.6534
H -0.5747 -3.8397 1.5555
H -1.9304 -4.1057 2.2059
O -3.3719 6.5260 4.1568
H -2.6399 6.1567 3.6403
H -3.2911 6.0934 5.0201
O -1.9592 -8.9100 -0.3236
H -2.4807 -9.7130 -0.4718
H -2.5878 -8.2939 0.0817
O 4.1400 2.4144 2.6241
H 4.3283 2.7091 3.5277
H 4.6569 3.0172 2.0687
O -2.3420 3.0867 4.9844
H -3.1110 2.7012 5.4303
H -1.5986 2.8636 5.5645
*
```

10.
# C2H3AgNaO2

A structure of composition C2H3AgNaO2 in a non-equilibrium geometry (ωB97M-V with the def2-TZVPD basis set, the Open Molecules 2025 dataset).

E_HOMO (alpha / beta) = -6.354 / -7.577 eV

The geometry in ORCA input format:
```
! RIJCOSX wB97M-V def2-TZVPD def2/J DEFGRID3
* xyz 0 2
O 1.1967 -0.0355 -0.6485
C -0.0449 -0.3423 -0.6570
C -0.7605 0.0433 0.6175
O -1.9580 -0.5505 0.7985
H -0.7880 1.1680 0.5214
H 0.0008 -0.1091 1.4345
Na -2.3459 -1.6527 -1.0367
Ag 2.7817 1.5984 0.4736
H 1.9182 -0.1195 -1.5032
*
```